[1]
34
Properties=species:S:1:pos:R:3 method="wB97M-V/def2-TZVPD" homo_ev="-1.24 / -1.25" total_charge=-2 gap_ev="4.1 / 5.7" de_lowest_ev=0.000 e_tot_ha=-2530.42093
C 0.788 -1.070 -1.087
S 1.548 0.777 5.532
C -1.034 2.127 -1.695
N -0.626 -0.258 7.042
H 2.300 1.358 -2.362
H -3.211 -0.586 -2.408
C -0.558 0.764 -1.437
H 1.816 -2.622 -0.053
H 2.849 -1.300 -0.658
H -0.278 -3.532 -0.443
H -1.948 -2.898 -0.245
H 1.826 2.165 -0.872
H -1.346 -3.340 -1.863
Pb -0.432 0.355 3.207
C -0.566 -1.513 -1.070
Cl 0.470 -1.823 2.154
H 3.549 4.077 1.697
H -3.290 0.563 -1.056
C 1.973 -1.916 -0.880
Cl 0.116 2.179 1.550
H -1.898 2.366 -1.068
H 2.201 -2.493 -1.786
O 2.911 3.837 0.972
C 0.305 0.172 6.428
H -1.361 2.242 -2.733
H 2.814 0.706 -0.819
C -1.054 -2.897 -0.893
C 0.790 0.339 -1.299
C -2.874 -0.401 -1.374
C -1.400 -0.373 -1.276
H -0.240 2.852 -1.534
H -3.284 -1.202 -0.742
C 1.982 1.190 -1.330
Cl -2.839 0.157 2.404



[2]
8
Properties=species:S:1:pos:R:3 method="wB97M-V/def2-TZVPD" homo_ev=-9.75 total_charge=0 gap_ev=9.3 de_lowest_ev=1.496 e_tot_ha=-1073.43865
F 1.093 1.447 -2.428
C -0.330 -0.942 1.468
S 1.210 -0.956 1.770
F -1.111 0.085 1.763
C 0.322 1.030 -1.476
H -0.991 -1.931 1.136
S -1.006 0.231 -1.746
H 0.814 1.036 -0.486



[3]
10
Properties=species:S:1:pos:R:3 method="wB97M-V/def2-TZVPD" homo_ev=-10.22 total_charge=0 gap_ev=10.7 de_lowest_ev=3.750 e_tot_ha=-172.14033
O 0.409 -2.917 0.561
C -0.565 1.020 0.326
H 1.147 -3.486 0.441
H -1.046 2.025 0.524
H 0.095 -2.240 -0.450
H 0.049 0.920 1.356
H -0.162 2.140 -1.554
H 1.144 1.407 -0.624
N 0.303 0.955 -0.875
H -1.374 0.174 0.295



[4]
15
Properties=species:S:1:pos:R:3 method="wB97M-V/def2-TZVPD" homo_ev=-8.26 total_charge=0 gap_ev=9.0 de_lowest_ev=5.279 e_tot_ha=-345.61097
C -0.949 -0.473 0.808
H -1.535 -1.211 1.350
H -2.285 1.390 0.495
C 1.946 -0.215 -1.083
H -0.724 1.180 1.292
H 0.979 -0.094 1.946
H 1.932 -0.753 -2.033
O -1.872 0.964 1.266
C 0.343 0.103 1.087
H 2.883 -0.282 -0.529
O 1.344 1.080 -1.102
H -0.731 -1.473 -1.131
C 0.704 0.055 -0.366
H -1.331 0.196 -1.304
C -0.706 -0.468 -0.697



[5]
95
Properties=species:S:1:pos:R:3 method="wB97M-V/def2-TZVPD" homo_ev=-9.68 total_charge=+1 gap_ev=5.8 de_lowest_ev=1.112 e_tot_ha=-4930.25575
H -4.291 -2.692 3.370
H 7.159 0.537 -1.282
H 4.740 -4.438 -1.270
H 9.502 -1.657 0.242
H -3.688 0.270 0.206
C 3.715 0.736 2.412
Ge -2.771 -0.546 2.361
H 3.076 4.374 1.339
Cl -0.257 1.023 3.412
H -2.136 -1.732 4.443
C 0.599 1.471 -4.773
N -0.465 2.167 -5.032
H -5.949 -3.911 6.522
C 7.760 0.320 -0.397
C -4.498 -2.665 5.506
S -1.621 0.342 -1.800
C 2.927 2.322 0.761
O 0.895 1.823 3.347
H -0.870 -2.644 -1.412
C 2.314 2.610 -0.586
H -3.674 -3.369 5.652
H -6.666 -2.703 5.460
H -0.473 -4.805 -2.493
C 0.364 -4.208 -2.151
N 2.811 -0.044 0.259
H 8.811 0.407 -0.663
H 2.710 1.604 -4.893
C 2.490 -2.652 -1.305
C 7.459 -1.052 0.140
C -5.831 -3.397 5.569
C -4.301 -1.942 4.172
H -5.159 -1.290 3.985
C 3.823 3.087 2.880
C 3.259 3.349 1.640
C 4.049 1.774 3.267
C 5.862 -2.709 0.898
H 1.988 0.509 -6.072
O 0.069 -0.394 3.337
C -2.997 -1.118 4.181
H -2.244 2.248 -3.985
H 4.704 -3.701 -2.871
H -6.434 2.270 2.984
C 2.751 -3.877 -1.942
H 1.818 2.257 -6.293
H 1.465 -0.947 -3.718
C -3.973 0.471 1.240
H 1.851 -5.593 -2.845
C -4.267 2.319 2.993
Ba 0.011 -0.589 0.782
H -2.098 -1.682 1.503
H -4.937 -0.026 1.408
H 7.544 1.098 0.342
H 1.289 2.226 -0.652
C 3.171 1.000 1.154
O -1.074 1.235 2.175
C 1.211 -2.164 -1.061
C 8.207 -3.224 0.915
H -3.443 1.915 3.592
H -4.198 3.403 3.105
H 6.668 -4.581 1.550
C 8.477 -1.956 0.423
C 1.856 1.461 -5.555
N 5.107 -0.512 0.115
C 6.894 -3.600 1.153
C -4.049 1.973 1.523
H -5.724 2.119 4.590
N 1.397 -0.130 -3.113
H 4.518 -2.279 -1.244
C -5.603 1.836 3.544
H -3.043 -0.275 4.864
H -4.430 -1.932 6.314
H -4.867 2.377 0.922
H 4.838 -2.993 1.109
N -1.328 1.837 -4.032
H 4.077 3.904 3.542
H 2.869 2.129 -1.392
H 4.480 1.556 4.236
C 1.666 -4.644 -2.355
C 4.157 -4.363 -2.192
H -3.135 2.444 1.163
N 3.637 -1.885 -0.957
C -0.830 0.955 -3.160
C 6.139 -1.448 0.378
C 0.168 -2.987 -1.518
O -1.097 1.279 4.524
C 3.782 -0.811 -0.144
H 4.143 -5.351 -2.650
H -5.707 0.748 3.489
N 0.408 0.705 -3.644
H 5.267 0.420 0.467
H -5.909 -4.144 4.777
H 3.884 -0.294 2.706
H 2.275 3.683 -0.770
H 1.082 -0.510 -2.210
H 9.017 -3.911 1.117



[6]
85
Properties=species:S:1:pos:R:3 method="wB97M-V/def2-TZVPD" homo_ev="-9.71 / -9.71" total_charge=+1 gap_ev="4.0 / 4.0" de_lowest_ev=1.407 e_tot_ha=-2707.28565
C 5.673 0.422 3.306
C 4.186 3.426 -1.189
H 4.923 -2.941 -3.359
C 3.833 2.327 -0.419
C -2.517 3.211 2.373
H -6.476 0.699 -0.646
O -1.817 0.183 -0.220
C -1.268 2.723 2.041
C 4.328 0.518 3.732
C 0.350 -5.955 -1.312
H 4.917 1.206 5.679
P 2.527 -0.147 -0.013
C 3.221 2.386 -3.123
O 0.092 -0.066 -1.856
H 0.806 2.425 -0.629
C -3.359 3.690 1.370
C 4.932 -0.235 1.145
C 4.072 0.931 5.061
C 3.179 -4.075 -0.689
C 3.087 -1.672 -0.818
C -0.316 -4.657 1.061
C 3.170 1.246 -0.996
H -0.481 -4.265 -2.322
C 0.307 -5.885 1.102
C 3.261 0.175 2.844
C 1.748 0.535 4.743
H -4.140 0.242 0.053
C 0.437 2.055 0.331
H 2.981 2.402 -4.178
H 5.194 -0.478 0.122
C 5.977 0.001 2.047
C -0.840 2.696 0.712
C -2.927 3.718 0.045
C -3.636 0.742 -3.277
C -1.299 -2.817 -0.235
H 1.221 2.233 1.077
H 6.453 0.669 4.015
C 2.806 0.976 5.556
H 7.003 -0.107 1.725
I 0.279 -0.769 2.592
C 3.965 -4.105 -1.833
H -1.732 -2.371 0.651
H -6.980 1.185 -3.014
C 1.975 0.136 3.453
H 2.118 -2.856 0.704
C -3.384 0.464 -1.940
C 3.889 3.454 -2.541
H -1.574 -2.402 -1.196
H -0.616 2.351 2.823
C 4.310 -2.921 -2.468
C 0.634 -6.546 -0.082
C 3.879 -1.704 -1.960
H 2.312 0.477 -2.817
C 3.601 -0.115 1.482
N -1.121 0.079 -2.366
H 4.070 2.328 0.637
H -5.165 1.217 -4.688
Ru 0.229 0.022 0.095
C -0.256 -4.721 -1.366
H -3.575 4.120 -0.722
C 2.853 1.293 -2.356
H 0.523 -6.348 2.056
C -5.963 0.979 -2.710
N -2.030 0.219 -1.505
C 2.733 -2.865 -0.190
H 2.608 1.295 6.569
H 1.105 -7.519 -0.044
H -2.850 3.221 3.402
H -1.345 3.238 -1.306
H -2.833 0.760 -3.997
C -5.683 0.705 -1.380
H 4.177 4.306 -3.143
H 4.181 -0.788 -2.450
H 4.313 -5.051 -2.226
C -4.382 0.443 -0.979
N -5.748 4.461 1.966
H 2.904 -4.993 -0.190
H 4.697 4.260 -0.726
C -4.944 0.996 -3.653
C -4.680 4.133 1.698
C -1.676 3.228 -0.273
C -0.624 -4.041 -0.177
H 0.751 0.485 5.161
H -0.602 -4.163 1.983
H 0.604 -6.469 -2.229



[7]
12
Properties=species:S:1:pos:R:3 method="wB97M-V/def2-TZVPD" homo_ev=-9.41 total_charge=0 gap_ev=9.0 de_lowest_ev=3.259 e_tot_ha=-405.64736
H -1.974 1.182 0.983
H 2.609 -0.669 -0.146
F -0.220 0.710 1.942
C -0.993 0.566 0.802
O 0.815 -0.311 -0.523
H 1.408 -1.212 1.171
O -1.148 -0.955 -2.470
H 1.946 0.569 1.078
H -2.296 0.455 -1.313
C -1.411 -0.051 -1.578
C -0.501 0.138 -0.432
C 1.764 -0.423 0.488



[8]
48
Properties=species:S:1:pos:R:3 method="wB97M-V/def2-TZVPD" spin_multiplicity=4 homo_ev="-7.64 / -8.53" total_charge=0 gap_ev="8.3 / 9.0" e_tot_ha=-2574.15729
N 0.098 0.938 -3.206
Co 0.124 0.204 -0.417
N -2.056 1.209 -1.996
H 3.368 -1.861 1.868
C 1.008 2.928 0.248
N -1.645 0.323 -0.992
C -3.377 1.043 -2.196
N 0.663 0.097 -2.234
C -0.234 -3.417 1.860
H 1.578 2.545 1.078
H 0.349 1.202 -5.289
H -0.464 -4.126 2.669
H 0.877 0.398 1.850
H -1.665 -2.473 4.365
H -2.640 -1.489 3.251
H 3.625 -0.170 1.358
H -0.846 0.475 1.742
H -4.851 -0.307 -1.227
C 1.262 -1.868 3.849
H 1.341 5.104 0.122
H -2.637 -1.166 0.147
N -0.262 2.812 -1.573
H 2.110 -1.445 -2.344
C -3.848 0.059 -1.319
H 2.150 -0.844 -5.028
H 1.448 -0.939 4.400
C -2.735 -0.385 -0.597
N 0.304 2.067 -0.525
C 1.542 -0.710 -2.889
H 0.986 -2.639 4.580
H 2.207 -2.176 3.394
C -0.003 -0.198 1.511
H 3.761 -1.520 0.187
C 0.625 0.639 -4.410
Si -0.174 -1.721 2.649
C 0.091 4.104 -1.418
H 0.738 -3.699 1.438
H -0.997 -3.536 1.082
H -3.873 1.616 -2.966
H -0.177 4.822 -2.180
H -1.329 2.681 -3.647
C -1.673 -1.554 3.764
C 3.207 -1.138 1.056
C 1.545 -0.396 -4.258
C 0.877 4.222 -0.268
B -0.930 2.004 -2.747
H -1.591 -0.695 4.443
H 2.123 -1.023 0.815



[9]
33
Properties=species:S:1:pos:R:3 method="wB97M-V/def2-TZVPD" homo_ev=-9.54 total_charge=0 gap_ev=10.0 de_lowest_ev=0.000 e_tot_ha=-801.28794
H 2.895 -1.742 1.041
O 5.498 -1.337 -0.462
H -6.235 -0.256 -0.217
C 2.465 2.219 0.270
C -3.131 -0.206 -0.484
H 5.767 1.151 0.789
H 2.786 2.268 1.166
H -3.372 1.080 1.174
H -4.551 -1.392 -0.741
H 1.537 2.414 0.237
H 3.061 1.015 -1.422
O 3.606 -2.097 0.619
H 3.794 0.433 1.397
C -4.043 0.557 0.485
H 2.952 2.909 -0.203
N -4.831 1.495 -0.317
C 2.794 0.862 -0.394
C 4.460 -1.133 0.125
H -4.300 1.835 -1.086
H 1.731 -0.826 -1.033
H -5.540 0.189 2.015
H -5.132 2.306 0.261
N 5.052 1.323 0.125
H 0.788 0.335 -0.329
H -4.432 -1.172 1.747
C 4.026 0.336 0.361
H 5.476 1.214 -0.786
O -5.899 -0.975 0.329
H 1.661 -0.595 0.627
C 1.680 -0.127 -0.283
O -3.661 -1.265 -1.073
O -2.046 0.211 -0.818
C -4.988 -0.373 1.245



[10]
23
Properties=species:S:1:pos:R:3 method="wB97M-V/def2-TZVPD" homo_ev=-14.78 total_charge=+1 gap_ev=8.2 de_lowest_ev=4.221 e_tot_ha=-292.56911
C 0.245 -0.263 2.014
H 0.010 1.046 -0.508
H -1.090 -0.871 0.392
H 0.373 -2.319 -0.506
C 0.829 -1.416 -0.166
H -1.445 1.083 1.947
C -0.062 -0.577 0.609
H 1.865 0.212 -1.160
H 1.792 -1.581 0.314
H -4.771 2.153 -1.443
H -1.494 0.671 -1.061
H 1.765 -1.281 -2.157
H 0.397 0.374 -3.128
C -0.483 1.054 2.447
C 0.058 -0.010 -2.167
H -0.619 -0.767 -2.484
H -0.447 1.198 3.519
H -0.153 -1.130 2.555
H -4.189 2.132 -0.972
C 1.235 -0.624 -1.475
H 1.321 -0.151 2.118
N -0.596 1.053 -1.350
H 0.076 1.869 1.983



[11]
85
Properties=species:S:1:pos:R:3 method="wB97M-V/def2-TZVPD" homo_ev=-2.57 total_charge=-1 gap_ev=4.6 e_tot_ha=-2651.08370
H -2.645 1.962 -1.777
O -1.146 6.925 -5.642
H 3.967 -0.013 3.606
H -1.882 0.516 -2.980
C 1.617 2.459 -0.682
H 2.195 2.002 1.354
C 2.230 -5.809 0.784
H 1.498 1.940 -1.637
C -4.445 -8.082 -3.800
H -2.447 8.938 -6.244
H -0.640 2.703 8.186
O -2.725 2.106 4.546
H 6.148 -2.656 3.455
O 4.439 -3.241 0.929
H 4.817 0.756 2.262
C 4.715 -0.171 2.828
H -1.326 10.011 -5.383
H -2.295 2.252 2.617
C 2.036 1.481 0.409
H 2.507 -5.675 1.830
N -1.438 2.812 6.241
H -1.369 -6.027 -3.623
B -2.329 2.438 0.659
H 0.306 1.911 6.927
H 2.327 -3.780 0.225
C 4.926 -2.415 1.689
H -0.059 -6.343 -0.955
H -3.957 -8.722 -4.536
H -0.759 -7.662 -3.916
H 6.618 -3.632 2.050
H -2.289 -7.147 -4.627
N -1.629 -0.294 -2.414
H -4.559 -7.087 -4.233
H 0.268 3.335 0.746
N -0.489 7.944 -3.742
H 0.021 7.104 -3.506
H -2.736 9.354 -4.544
H -0.681 -5.923 0.651
C 0.483 -4.361 -0.315
H 0.203 1.129 4.763
H -1.188 0.209 4.168
C -1.171 7.900 -4.914
H 2.979 1.006 0.117
H 3.425 -1.126 1.467
C -0.313 2.775 7.146
H 1.478 -6.591 0.724
H -1.408 -5.190 -0.790
O -1.689 2.295 1.860
H -1.054 -1.185 0.562
C -1.662 -7.072 -3.744
H -0.686 2.456 -2.426
H -1.078 -0.916 -2.991
P -1.412 2.462 -1.112
O 0.160 -3.277 -0.761
C -0.800 0.778 5.008
O -4.126 -8.399 -1.452
C -3.652 -8.027 -2.511
H -1.903 3.833 -1.365
C -1.970 9.136 -5.289
O -1.586 -0.467 0.191
H 5.663 -0.387 3.310
H 0.306 3.669 7.043
C -0.478 -5.536 -0.348
O -3.704 2.596 0.686
C -0.416 9.035 -2.796
H -0.797 8.728 -1.820
H 1.307 0.682 0.536
N -2.383 -7.548 -2.583
N 1.712 -4.583 0.222
H -5.425 -8.485 -3.567
C 6.255 -2.661 2.370
C 0.325 3.189 -0.333
H -2.098 3.569 6.324
N 4.301 -1.248 1.956
H 2.442 3.159 -0.814
H -1.005 9.877 -3.145
H 3.119 -6.143 0.246
H -1.911 -7.519 -1.693
H -4.005 2.950 -0.160
H 6.983 -1.896 2.096
C -1.738 1.940 5.240
H -0.739 0.137 5.889
H 0.615 9.371 -2.663
I 0.525 5.262 -1.028
P -0.677 0.202 -1.056



So what do the calculations give for largest force on an atom? Going down the list: 3.31; 3.85; 6.44; 0.34; 4.41; 1.68; 6.64; 4.53; 7.19; 3.94; 0.49 eV Å⁻¹.